[1]
3 unconnected molecules or ions with the total composition C5H8O2. Source: OMol25; level of theory: ωB97M-V with the def2-TZVPD basis set.

```
! RIJCOSX wB97M-V def2-TZVPD def2/J DEFGRID3
* xyz 0 1
H -0.238 -1.662 1.322
C 1.528 0.688 -0.859
H 1.855 0.027 -1.644
C -2.116 0.078 -0.107
O 0.593 -1.883 -0.514
H 1.157 0.369 1.348
C 1.640 1.010 0.598
H -1.255 -2.516 -0.008
H 0.115 2.480 -0.645
C -0.303 -2.024 0.277
C 0.820 1.690 -0.455
O -1.746 1.089 0.430
H -1.880 -0.165 -1.161
H 2.544 1.497 0.975
H -2.714 -0.678 0.442
*
```

Relative energy (zero: lowest compared OMol25 entry of this formula, charge and spin) ... 5.026 eV
F_max ... 0.63 eV/A

[2]
2 unconnected molecules or ions with the total composition C35H38N2O7S2. Source: OMol25; level of theory: ωB97M-V with the def2-TZVPD basis set.

```
! RIJCOSX wB97M-V def2-TZVPD def2/J DEFGRID3
* xyz 0 1
C -0.867 1.734 -3.196
C -2.083 1.686 -1.002
H 2.380 -1.265 -4.710
C 4.224 -4.670 -3.328
C 0.350 -0.231 -0.689
N 3.703 -3.424 -3.889
C 2.788 -2.712 -3.138
H 5.658 -6.198 -3.867
H -6.879 -0.355 2.059
C 2.459 0.561 5.367
C -1.359 6.368 1.157
O -3.181 2.375 1.324
H 3.384 -5.303 -3.007
C -6.916 0.008 -1.331
H 0.118 1.757 -2.729
H -0.448 -0.474 5.752
C 1.470 -2.425 -1.121
H 1.154 -2.803 -0.154
C 1.723 0.403 1.262
H -7.597 0.067 -2.179
H 2.911 -3.997 -1.385
H 0.798 0.028 -3.414
C 2.736 0.442 6.867
H 3.696 -2.232 -5.611
C 0.139 -1.134 2.971
C 0.505 -1.033 5.754
H -4.463 -0.040 1.677
C 0.957 -1.165 -1.588
C -0.057 -1.199 1.605
C 2.051 0.328 2.604
H 3.531 -0.315 7.034
H 5.064 -1.917 -4.502
C -2.577 4.612 0.015
C 2.154 -1.580 -3.690
H 4.317 -5.939 -5.051
O 5.953 -4.617 -5.053
C 0.644 -0.338 0.726
C -1.720 5.020 1.046
H -3.198 7.643 -1.424
H 4.635 -4.049 -6.594
H -0.692 6.682 1.964
H 6.097 -3.014 -6.255
H -0.907 2.463 -4.004
C 1.248 -0.843 -2.949
C 1.228 -0.395 3.505
C -5.148 -0.057 0.830
C 4.416 -2.704 -4.934
H 1.690 -1.952 7.313
H -1.348 4.277 1.749
H 4.862 -4.476 -2.442
C -4.659 0.093 -0.474
C -6.519 -0.230 1.038
H 0.305 -2.053 5.414
C -2.764 6.906 -0.741
H -1.566 8.354 0.328
C 5.284 -3.605 -5.806
O 1.568 0.119 7.618
H -3.819 5.233 -1.630
C 0.982 -1.110 7.197
C -7.402 -0.241 -0.043
C -1.863 7.308 0.250
C -3.122 5.557 -0.860
H -8.463 -0.430 0.123
C 5.027 -5.450 -4.359
C -5.547 0.182 -1.549
N 1.486 -0.407 4.866
O -4.376 2.987 -0.819
H -0.562 -1.656 3.630
C 2.421 -3.129 -1.832
H 2.932 0.859 2.957
O -2.418 -0.449 0.530
H 3.421 0.414 4.853
H -1.133 0.739 -3.546
H 0.030 0.740 -1.046
S -3.152 2.894 -0.030
H 2.126 1.602 5.175
S -2.871 0.022 -0.759
H 3.040 1.419 7.270
H -5.152 0.399 -2.543
O -1.904 2.167 -2.220
O -2.607 -0.706 -1.993
H -0.781 -1.897 1.203
H 2.333 1.000 0.581
H 0.126 -1.230 7.870
*
```

Relative energy (zero: lowest compared OMol25 entry of this formula, charge and spin) ... 0.602 eV
F_max ... 3.63 eV/A

[3]
C3H4N4O in the gas phase. Source: OMol25; level of theory: ωB97M-V with the def2-TZVPD basis set.

```
! RIJCOSX wB97M-V def2-TZVPD def2/J DEFGRID3
* xyz 0 1
N 1.229 1.036 -0.180
N -1.173 0.994 0.247
N 2.450 -0.910 0.193
O -2.209 -1.028 -0.027
C 0.044 1.633 -0.097
H -3.010 -0.527 -0.532
C 1.329 -0.401 -0.044
H -2.152 1.436 0.660
C -1.048 -0.417 0.037
H -0.198 2.736 -0.263
H 3.146 -0.207 0.068
N 0.056 -1.135 -0.130
*
```

Relative energy (zero: lowest compared OMol25 entry of this formula, charge and spin) ... 2.131 eV
F_max ... 4.44 eV/A

[4]
2 unconnected molecules or ions with the total composition C12H20ClFN3O2. Source: OMol25; level of theory: ωB97M-V with the def2-TZVPD basis set.

```
! RIJCOSX wB97M-V def2-TZVPD def2/J DEFGRID3
* xyz 1 1
Cl -0.033 3.118 4.534
H 2.160 3.060 3.656
N 1.130 1.514 2.671
H 2.903 0.342 0.160
H 1.787 1.622 4.675
H 2.387 -1.044 1.201
N 2.263 -1.096 -3.184
C -0.055 -2.147 -2.867
H -2.423 -1.651 -4.709
H -1.094 -0.345 1.266
C 0.639 2.400 1.474
H -0.618 1.519 -0.044
O -2.132 -0.815 -2.759
C -0.050 -0.404 1.601
H 0.523 -0.243 3.702
C 1.420 2.293 3.894
H 3.157 1.674 2.042
N 0.844 0.234 0.671
H -4.289 -2.284 -2.319
H 2.789 0.236 3.066
C -0.806 -0.803 -2.789
C 0.102 0.353 2.892
H -4.568 -0.904 -3.440
H -2.134 -2.826 -3.335
C 2.467 0.848 2.220
H 1.425 3.139 1.336
F -0.486 -3.362 -2.331
H -4.589 -2.587 -4.045
C -4.125 -1.904 -3.334
H -0.274 2.866 1.831
H -0.801 0.848 3.245
C 0.442 1.551 0.248
H 0.246 -1.449 1.761
O -0.153 0.215 -2.981
C 2.244 0.022 0.977
H 1.049 1.907 -0.597
C -2.653 -1.904 -3.653
H -0.011 -2.337 -3.962
C 1.317 -1.659 -2.777
*
```

Relative energy (zero: lowest compared OMol25 entry of this formula, charge and spin) ... 0.316 eV
F_max ... 3.93 eV/A

[5]
A molecular structure, C26H35BCl45N5O7P2S. Source: OMol25; level of theory: ωB97M-V with the def2-TZVPD basis set.

```
! RIJCOSX wB97M-V def2-TZVPD def2/J DEFGRID3
* xyz 0 1
Cl -7.295 -3.481 0.930
H -2.022 -4.695 6.364
N -1.812 -1.166 3.685
H -1.167 -5.756 0.977
C -1.216 1.708 4.611
Cl -4.933 -2.858 4.449
H -0.749 3.867 1.111
H -2.272 6.427 -9.402
H -4.220 -0.678 5.192
Cl -2.868 -5.726 -0.653
C 2.636 -7.413 -1.552
C 6.192 3.472 -3.442
H 1.786 3.031 2.052
Cl -7.608 -4.002 4.567
Cl 4.253 10.201 -5.614
B -2.903 3.484 3.129
C 3.877 -3.145 2.089
Cl 6.073 3.437 -1.674
Cl -2.824 -6.482 -4.573
Cl 5.267 2.139 -4.154
Cl -7.221 -6.386 0.736
P -2.005 -0.017 5.061
H -1.568 -6.188 -6.909
C -6.565 -2.680 5.116
H -3.958 2.762 1.436
H 0.527 3.088 -3.406
Cl 0.744 -1.688 -2.710
C 0.936 4.003 -2.970
H 3.033 3.597 -6.243
O 4.514 0.756 1.857
Cl 0.546 -3.103 -0.172
H -2.999 5.426 3.562
Cl -6.511 -2.623 6.886
Cl 2.597 3.676 -2.444
H 5.981 -2.910 -2.835
C 3.870 1.610 0.859
C 6.070 -2.159 -3.623
Cl -0.074 4.464 -1.589
Cl 5.625 5.029 -4.072
O -2.357 0.394 -0.584
C -2.025 2.103 3.243
Cl -3.960 -4.231 -6.031
H 7.242 3.350 -3.719
H -0.650 2.414 -0.088
Cl 2.789 -8.467 -2.968
H 1.149 5.350 5.059
N -3.662 3.695 1.796
H -3.029 4.193 1.117
Cl 0.737 -6.269 -7.391
Cl -1.799 5.541 -7.269
Cl -2.897 4.162 -9.588
C -0.972 -6.080 -7.818
Cl 4.031 -4.003 0.546
Cl -5.040 -4.957 2.035
O -3.028 4.573 4.108
C -2.100 -3.952 7.162
H 2.913 -3.405 2.533
H -0.963 -1.763 3.901
C 4.586 8.467 -5.764
H -5.733 -4.825 -0.214
C 1.285 2.889 0.993
C -1.853 5.485 -9.040
O 0.210 1.086 2.769
C -0.967 1.679 2.050
N 5.814 2.796 1.145
Cl 1.332 3.627 -7.873
H 0.819 3.692 6.807
Cl 7.071 -2.830 -4.923
H -1.168 -2.020 -1.374
O -3.736 0.183 5.368
H -0.231 4.492 4.095
H 2.114 -7.965 -0.766
Cl 3.232 7.516 -5.131
H -5.046 -6.193 -5.304
Cl -2.588 -2.409 6.440
Cl 4.912 8.040 -7.452
H -1.753 0.709 7.994
Cl 4.446 -1.781 -4.221
Cl -4.923 -4.870 -3.357
H -2.603 -1.868 3.672
H -0.608 6.033 5.271
Cl 1.563 1.893 -5.545
C -6.253 -4.902 0.744
H -2.869 1.261 3.153
S 2.150 1.478 0.034
Cl -0.911 -4.075 -2.499
H 5.476 8.235 -5.172
P -1.436 2.646 6.239
C 0.359 1.570 4.177
Cl 5.159 -3.642 3.207
Cl -0.624 -7.569 -0.428
C 0.001 5.025 5.110
C -0.217 4.108 6.450
C -1.747 -6.525 0.461
Cl 3.920 -1.392 1.833
Cl 4.235 -6.953 -0.943
C -0.311 -2.639 -1.652
Cl 1.684 -5.973 -1.949
Cl 6.831 -0.714 -2.935
Cl 3.576 1.784 -7.647
H -0.069 0.665 7.102
O 1.466 1.817 4.891
N -2.529 0.710 0.595
O -1.327 0.525 1.168
C 5.770 1.554 2.053
H -0.281 1.929 8.485
Cl -0.221 5.307 -9.706
Cl -0.516 -3.800 7.942
C 2.453 2.828 -6.758
Cl -3.316 -4.507 8.325
N 4.624 2.844 0.409
C -0.348 2.758 1.017
Cl -1.469 -7.337 -8.964
H -6.984 -1.737 4.754
C -0.876 1.382 7.611
Cl 0.914 5.270 -4.208
C -4.289 -5.532 -4.873
H -0.634 4.789 7.334
Cl -2.637 -7.460 1.675
H 1.539 3.872 0.382
Cl -1.270 -4.470 -8.494
H 6.678 1.370 2.764
*
```

Relative energy (zero: lowest compared OMol25 entry of this formula, charge and spin) ... 8.366 eV
F_max ... 9.26 eV/A

[6]
A molecular structure, C10H12F18N3O14S6Y. Source: OMol25; level of theory: ωB97M-V with the def2-TZVPD basis set.

```
! RIJCOSX wB97M-V def2-TZVPD def2/J DEFGRID3
* xyz 0 1
N 1.333 -28.476 6.133
Y 2.237 -26.400 6.212
C -1.074 -28.654 7.280
F 0.555 -29.845 3.392
F -2.043 -26.614 3.854
C 0.479 -22.268 7.023
O 2.628 -23.565 6.036
O 3.130 -26.290 4.009
F 0.014 -27.187 4.198
F -1.676 -28.501 6.102
H 3.399 -26.026 9.679
O 5.235 -24.780 5.017
H 3.894 -26.811 3.724
F -0.732 -27.455 7.745
O 2.799 -30.776 6.035
F -0.423 -25.599 2.784
F 4.389 -24.254 8.456
O 0.076 -30.720 6.130
N 4.447 -26.369 6.628
H 2.138 -25.139 10.354
C 2.616 -25.967 1.659
S 5.136 -27.368 7.861
F 5.157 -22.765 7.120
C 2.314 -26.016 9.726
H 2.421 -25.167 0.935
C 3.035 -25.272 2.957
F 0.813 -21.018 6.885
H 1.694 -27.144 11.458
S 2.461 -29.585 5.322
S 5.623 -25.299 6.320
O 1.195 -22.534 4.351
C 5.410 -23.951 7.642
F 2.265 -31.119 3.233
O 6.963 -25.772 6.425
H 1.105 -25.126 8.560
O 5.999 -26.745 8.808
O 3.579 -28.672 5.123
C 6.118 -28.748 6.924
C 1.743 -27.255 10.371
H 3.463 -26.489 1.211
F 6.533 -23.901 8.336
N 0.730 -24.838 5.668
F 5.456 -29.866 6.943
H 3.908 -24.637 2.829
F 7.302 -28.870 7.460
F 6.258 -28.367 5.663
C 1.850 -29.901 3.553
S -0.774 -24.819 5.254
H 2.259 -24.600 3.320
F 1.017 -22.771 8.129
H 2.164 -28.187 10.008
H 1.714 -26.569 1.668
O -1.554 -25.302 6.376
O 1.103 -29.871 8.227
H 0.661 -27.360 10.216
O -1.322 -23.657 4.601
C -0.811 -26.163 3.912
S 0.523 -29.608 6.934
O 1.737 -25.838 8.387
F -1.850 -29.294 8.111
O 3.969 -28.097 8.337
S 1.306 -23.241 5.591
F 2.458 -29.051 2.752
F -0.811 -22.437 7.097
*
```

F_max ... 5.76 eV/A

[7]
7 unconnected molecules or ions with the total composition C35H62BrN3O8. Source: OMol25; level of theory: ωB97M-V with the def2-TZVPD basis set.

```
! RIJCOSX wB97M-V def2-TZVPD def2/J DEFGRID3
* xyz 0 1
H 3.009 -0.729 -1.993
H -0.396 -2.627 1.834
C -1.131 5.142 1.217
H -0.274 5.211 -1.980
H 6.798 2.617 0.530
H 4.445 2.005 -2.507
H 0.369 -2.085 -2.781
O -0.010 3.867 -0.434
N -2.230 -1.158 -2.049
H -2.514 -2.497 -4.238
O 0.514 -5.387 -0.688
C -1.728 -3.370 -1.004
H 4.354 2.492 0.498
C -2.039 0.284 -1.973
H 1.543 -6.208 0.897
H -3.528 -1.136 -4.738
H -2.689 -3.882 -0.871
H -7.165 6.048 -1.417
C -0.787 3.729 0.771
H 2.424 -7.295 -1.548
H 1.183 -8.494 0.187
O -4.533 -1.495 -1.989
N 0.225 0.740 0.708
C 4.837 2.651 -0.469
C 0.621 -6.386 0.336
C 4.091 -0.399 4.074
C -0.081 0.795 -0.399
N -3.624 1.571 -0.300
H -4.290 -2.685 -4.234
H -0.221 -6.287 1.022
C -0.388 -2.692 2.921
C 1.343 -7.359 -1.694
H -2.447 -4.567 3.967
C 0.949 -1.317 -2.269
C -0.581 0.762 -1.783
Br -0.218 0.035 -4.556
C -3.524 -1.534 -2.627
C -2.973 1.004 -1.057
C 6.263 0.771 -0.515
H -2.053 5.187 1.794
C 4.323 1.639 -1.481
C -6.370 6.367 -2.094
H 3.272 1.387 -1.325
H 2.807 -2.428 -2.525
C -1.755 -2.702 4.843
C -0.089 5.216 -0.904
C 0.769 -5.976 -1.965
H 5.769 -1.434 4.991
H -0.604 1.808 -2.110
C -5.168 7.786 -0.637
H -1.010 -2.430 5.596
H -4.367 5.659 -2.558
C 6.312 2.285 -0.388
C -1.526 -4.131 4.371
H 2.836 -2.647 2.860
C -3.467 -1.996 -4.072
O -2.132 -1.415 0.265
H 3.040 -1.433 5.649
H -0.212 3.171 1.507
H -2.744 -2.555 5.275
C 3.288 -2.613 3.857
H 1.151 -8.061 -2.504
H 0.819 -1.479 -1.197
O -0.560 -4.060 3.319
H -1.265 -0.863 3.728
H 7.160 0.358 -0.977
C 0.658 -7.727 -0.381
H 6.000 -1.107 3.267
C -6.055 7.843 -1.872
C 0.431 0.058 -2.710
H 2.597 -1.127 -3.667
H 1.969 -0.932 4.335
H -6.675 6.131 -3.113
H 0.585 -2.354 3.289
O 5.129 0.459 -1.331
H -6.938 8.465 -1.729
H -0.357 -8.081 -0.576
H -5.494 8.238 -2.722
C -1.519 -1.908 3.561
C -1.207 5.881 -0.114
C 2.966 -1.304 4.566
H 4.282 0.456 4.721
C 5.262 -1.370 4.022
H -1.050 -3.719 -0.237
H -2.406 -1.945 2.926
C -5.055 5.708 -1.705
C -2.026 -1.891 -0.830
H -2.289 0.666 -2.967
H -5.184 4.702 -1.306
H -1.150 -4.786 5.159
H -4.445 8.601 -0.594
H 6.852 2.716 -1.234
O 4.712 -2.651 3.713
H 0.875 5.705 -0.720
H -1.078 6.959 -0.027
H 3.862 -0.026 3.072
H -1.392 -3.599 -2.014
C 2.432 -1.409 -2.623
H 4.656 3.681 -0.773
O -4.469 6.540 -0.699
H -1.687 3.158 0.530
H -0.323 5.552 1.830
H 6.122 0.295 0.457
H -5.764 7.803 0.282
H 1.450 -5.335 -2.527
H 2.960 -3.490 4.415
H 1.294 0.722 -2.748
H -0.179 -6.041 -2.513
H -2.172 5.692 -0.585
*
```

F_max ... 1.19 eV/A

Looking at LUMO level for the records above, in order, we have 0.0012; -0.0711; -0.0073; -0.0906; -0.0320; -0.0130; 0.0115 Eh.